Entry 1:
The following is a DFT calculation (ωB97M-V with the def2-TZVPD basis set) of C22H20F5HfN9O3Se as an isolated structure in a non-equilibrium geometry.

XYZ file:
```
61
Properties=species:S:1:pos:R:3:nbo_charge:R:1
Hf 1.144 -0.154 0.173 2.1628
O 1.507 -2.326 3.330 -0.5328
C 1.793 -2.060 2.199 0.7652
O 0.949 -1.822 1.194 -0.8729
C 3.221 -1.939 1.739 0.0954
C 4.256 -2.563 2.398 -0.2015
C 5.532 -2.428 1.873 -0.1411
C 5.710 -1.668 0.729 -0.2403
C 4.613 -1.055 0.145 0.0733
N 3.386 -1.190 0.641 -0.4890
H 4.046 -3.137 3.290 0.2522
H 6.375 -2.912 2.350 0.2292
H 6.686 -1.547 0.280 0.2332
H 4.702 -0.454 -0.750 0.2328
N 0.742 3.738 -1.076 -0.7554
C 0.934 2.704 -0.281 0.7626
O 0.188 1.699 -0.390 -0.7568
C 2.033 2.681 0.752 -0.5021
C 1.956 1.376 1.579 -1.0035
H 0.173 3.570 -1.904 0.4569
H 1.388 4.507 -1.073 0.4062
H 1.976 3.598 1.346 0.2319
H 2.972 2.729 0.197 0.2466
H 1.244 1.504 2.399 0.2425
H 2.929 1.172 2.025 0.2355
C -4.542 2.872 0.657 -0.6184
C -5.220 1.550 1.017 -0.2267
C -5.302 1.361 2.529 -0.6124
C -4.571 0.345 0.343 -0.2147
N -3.214 0.068 0.829 -0.1833
C -2.089 0.731 0.649 0.2308
N -1.106 0.065 1.224 -0.4160
N -1.688 -1.058 1.754 -0.0035
N -2.942 -1.052 1.536 -0.0323
H -5.198 3.709 0.899 0.2262
H -4.304 2.935 -0.409 0.2156
H -3.620 3.014 1.229 0.2007
H -6.237 1.569 0.615 0.2170
H -4.306 1.241 2.964 0.2068
H -5.892 0.481 2.794 0.2190
H -5.763 2.232 2.998 0.2196
H -4.520 0.473 -0.737 0.2267
H -5.138 -0.557 0.558 0.2397
H -1.997 1.650 0.099 0.2619
F -1.829 -0.958 -4.450 -0.3287
C -0.858 -0.215 -3.839 0.1942
C -0.210 -0.787 -2.654 0.2454
F -0.714 -0.707 -1.338 -0.3417
C 0.887 -1.768 -2.838 0.4511
F 0.880 -2.701 -3.814 -0.3028
C 1.192 -0.313 -3.052 -0.2235
Se 2.541 0.552 -1.980 -0.2597
C 0.553 0.206 -4.313 0.2656
F 1.177 -0.095 -5.482 -0.3220
C -0.544 1.177 -4.202 -0.0462
F -0.423 2.056 -3.041 -0.4632
N -0.033 -6.355 0.169 -0.3057
C 0.587 -5.494 -0.277 0.4108
N 1.355 -4.565 -0.838 -0.5145
C 1.266 -3.415 -1.192 0.8078
N 1.369 -2.268 -1.574 -0.5547
```

**Maximum force**: 1.7 eV Å⁻¹
**2S+1**: 1
**E_HOMO**: -7.03 eV
**Gap between HOMO and LUMO**: 6.42 eV

***

Entry 2:
The following is a DFT calculation (ωB97M-V with the def2-TZVPD basis set) of a 2-piece molecular cluster, C23H26NO3 overall in a non-equilibrium geometry.

XYZ file:
```
53
Properties=species:S:1:pos:R:3:nbo_charge:R:1
C -2.191 -0.349 1.720 -0.3997
C -1.419 -1.644 1.396 -0.3900
C -0.042 -1.657 2.086 -0.5127
C 0.723 -0.404 1.763 0.5921
O 1.849 -0.447 1.343 -0.5157
C 0.012 0.897 2.014 -0.5195
C -1.376 0.906 1.344 -0.3895
H -3.165 -0.343 1.213 0.2032
H -2.423 -0.324 2.791 0.1928
H -2.001 -2.529 1.684 0.2050
H -1.281 -1.719 0.310 0.1963
H -0.152 -1.742 3.173 0.2200
H 0.555 -2.518 1.760 0.2303
H -0.090 1.055 3.093 0.2328
H 0.643 1.713 1.642 0.2470
H -1.253 0.948 0.254 0.1949
H -1.922 1.819 1.616 0.2101
C -0.116 -0.021 6.855 -0.6253
C 0.671 0.964 6.015 -0.0698
O 2.025 1.051 6.388 -0.5295
C 2.674 1.957 5.582 0.7016
C 4.125 1.879 5.556 -0.2126
N 4.790 2.211 4.478 -0.3411
C 5.858 1.564 3.908 -0.0605
C 6.757 2.453 3.191 0.0410
C 7.894 2.139 2.424 -0.2664
C 8.674 3.140 1.874 -0.2194
C 8.338 4.469 2.020 -0.2812
C 7.198 4.805 2.722 -0.2203
C 6.435 3.817 3.293 -0.2234
C 5.880 0.109 3.989 0.0443
C 6.974 -0.706 3.653 -0.2762
C 6.876 -2.081 3.698 -0.2032
C 5.728 -2.698 4.159 -0.2752
C 4.665 -1.928 4.569 -0.2213
C 4.728 -0.562 4.438 -0.2161
O 2.086 2.718 4.827 -0.6561
H -1.065 -0.291 6.387 0.2038
H 0.449 -0.946 6.977 0.2112
H -0.319 0.388 7.846 0.2026
H 0.683 0.652 4.966 0.1645
H 0.233 1.972 6.032 0.1903
H 4.596 1.258 6.299 0.1483
H 8.156 1.123 2.219 0.1961
H 9.568 2.890 1.329 0.1904
H 8.953 5.244 1.590 0.1879
H 6.905 5.837 2.837 0.1929
H 5.552 4.084 3.848 0.2404
H 7.920 -0.258 3.428 0.1992
H 7.708 -2.683 3.376 0.1902
H 5.656 -3.777 4.194 0.1892
H 3.798 -2.388 5.017 0.1931
H 3.840 -0.004 4.677 0.2134
```

**Maximum force**: 2.6 eV Å⁻¹
**Net charge**: -1
**2S+1**: 1
**E_HOMO**: -2.02 eV
**Gap between HOMO and LUMO**: 4.60 eV

***

Entry 3:
The following is a DFT calculation (ωB97M-V with the def2-TZVPD basis set) of C4H26AgO15P as an isolated structure in a non-equilibrium geometry.

XYZ file:
```
47
Properties=species:S:1:pos:R:3:nbo_charge:R:1
Ag 2.273 -1.336 2.852 1.0389
P 0.829 -0.455 0.603 2.5521
O -0.056 0.781 0.836 -1.1800
O 2.292 -0.150 1.076 -1.0878
O 0.734 -1.128 -0.830 -1.1506
O 0.439 -1.551 1.680 -0.9707
O -0.790 0.563 3.536 -0.9347
H 0.109 0.553 3.863 0.4314
H -0.699 0.630 2.585 0.4925
O -0.340 -3.097 3.457 -0.9274
H -0.175 -2.593 2.661 0.4829
H 0.522 -3.421 3.719 0.4273
O -2.329 -1.456 1.564 -0.9178
H -1.409 -1.717 1.514 0.4530
H -2.377 -0.648 1.053 0.4738
O 1.444 -2.347 -3.149 -0.9529
H 1.195 -1.887 -2.347 0.4862
H 0.616 -2.653 -3.518 0.4564
O 3.438 2.062 0.340 -0.9597
H 3.128 2.418 -0.493 0.4812
H 2.804 1.379 0.559 0.4740
O 4.542 -1.303 0.259 -0.9484
H 3.910 -0.661 0.582 0.4897
H 4.300 -2.119 0.697 0.4483
O 2.927 -0.012 -1.982 -0.9518
H 2.316 -0.510 -1.440 0.4723
H 3.748 -0.023 -1.491 0.4654
C -1.433 3.751 0.694 -0.0995
C -2.527 2.833 0.090 -0.0781
O -2.562 1.449 0.585 -0.7806
O -0.204 3.178 0.213 -0.7496
H -1.692 3.698 1.752 0.1609
H -1.563 4.755 0.292 0.1702
H -2.375 2.763 -0.987 0.1755
H -3.491 3.328 0.207 0.1534
H -1.668 1.111 0.668 0.4883
H -0.151 2.262 0.496 0.4916
C -2.297 -1.306 -1.989 -0.0923
C -1.520 -0.424 -2.982 -0.0959
O -0.747 0.533 -2.197 -0.7485
O -1.387 -2.216 -1.448 -0.7622
H -3.157 -1.761 -2.480 0.1562
H -2.698 -0.800 -1.111 0.1784
H -2.192 0.215 -3.555 0.1691
H -0.893 -1.014 -3.651 0.1640
H -0.257 0.059 -1.522 0.4770
H -0.580 -1.731 -1.261 0.4788
```

**Maximum force**: 5.1 eV Å⁻¹
**Net charge**: -1
**2S+1**: 2
**E_HOMO (spin up / spin down)**: -6.47 / -6.46 eV
**Gap between HOMO and LUMO (spin up / spin down)**: 5.91 / 4.11 eV
**<S²>**: 0.76

***

Entry 4:
The following is a DFT calculation (ωB97M-V with the def2-TZVPD basis set) of a 3-piece molecular cluster, C5H18NO2 overall in a non-equilibrium geometry.

XYZ file:
```
26
Properties=species:S:1:pos:R:3:nbo_charge:R:1
C -0.719 -1.205 0.273 -0.2094
C 0.474 -2.139 0.206 -0.4310
C 1.495 -2.005 1.339 -0.2126
C 2.529 -3.127 1.219 -0.5992
C 2.185 -0.652 1.277 -0.6219
N -0.924 -0.408 -1.020 -0.6933
H -0.624 -0.473 1.075 0.2294
H -1.663 -1.731 0.379 0.2248
H 1.055 -2.012 -0.711 0.2069
H 0.121 -3.162 0.183 0.2337
H 0.992 -2.160 2.300 0.2095
H 3.029 -3.028 0.243 0.2020
H 2.115 -4.123 1.256 0.2203
H 3.291 -2.971 1.977 0.2261
H 1.587 0.198 1.609 0.2033
H 3.027 -0.646 1.949 0.2357
H 2.518 -0.395 0.268 0.2016
H -1.160 0.585 -0.883 0.4783
H -0.208 -0.447 -1.745 0.4378
H -1.752 -0.810 -1.458 0.4314
H -2.042 5.726 -1.221 0.4911
H -3.250 5.261 -2.103 0.4920
O -2.700 5.037 -1.346 -0.9709
H -0.837 2.904 -0.392 0.4884
H -2.070 3.126 -1.330 0.5270
O -1.360 2.504 -1.107 -1.0010
```

**Maximum force**: 1.2 eV Å⁻¹
**Net charge**: +1
**2S+1**: 1
**E_HOMO**: -14.76 eV
**Gap between HOMO and LUMO**: 11.73 eV
**Energy above the lowest of the compared OMol25 structures with the same formula, charge and spin**: 7.0 kcal/mol

***

Entry 5:
The following is a DFT calculation (ωB97M-V with the def2-TZVPD basis set) of a 2-piece molecular cluster, C9H9NO2S overall in a non-equilibrium geometry.

XYZ file:
```
22
Properties=species:S:1:pos:R:3:nbo_charge:R:1
C 3.303 1.258 -0.367 -0.2327
C 3.177 -0.118 -0.154 -0.1954
C 2.186 2.088 -0.275 -0.1990
C 1.894 -0.706 0.024 -0.2076
C 0.962 1.578 -0.066 -0.2397
C 0.773 0.199 0.052 -0.1090
C -0.574 -0.309 0.048 -0.2733
C -4.722 0.695 -0.321 1.0266
C -0.808 -1.963 -0.146 0.0449
N -1.979 -2.465 0.260 -0.7705
O -4.881 1.623 -0.942 -0.5029
O -4.577 -0.197 0.353 -0.5222
S -1.606 0.364 1.335 -0.0454
H 4.371 1.701 -0.586 0.2143
H 3.926 -0.826 -0.182 0.2051
H 2.278 3.174 -0.522 0.2139
H 1.910 -1.693 0.245 0.2094
H 0.166 2.292 -0.169 0.2245
H -0.417 -2.364 -1.204 0.2110
H -0.435 1.023 1.770 0.1569
H -2.440 -2.116 1.027 0.3936
H -2.506 -3.239 -0.180 0.3976
```

**Maximum force**: 6.5 eV Å⁻¹
**2S+1**: 1
**E_HOMO (spin up / spin down)**: -6.86 / -6.86 eV
**Gap between HOMO and LUMO (spin up / spin down)**: 7.18 / 7.18 eV
**Energy above the lowest of the compared OMol25 structures with the same formula, charge and spin**: 28.5 kcal/mol

***

Entry 6:
The following is a DFT calculation (ωB97M-V with the def2-TZVPD basis set) of an isolated molecule of C4H9NO2 in a non-equilibrium geometry.

XYZ file:
```
16
Properties=species:S:1:pos:R:3:nbo_charge:R:1
C 2.564 -0.030 -0.080 -0.6480
C 1.486 0.571 0.835 -0.2216
N -0.015 0.792 0.095 -0.6883
C -0.698 -0.314 -0.418 0.8919
O -0.371 -1.442 -0.133 -0.6057
O -1.854 -0.029 -1.120 -0.5405
C -3.075 -0.363 -0.430 -0.2491
H 2.879 0.646 -0.888 0.2040
H 3.484 -0.294 0.469 0.2248
H 2.165 -0.946 -0.510 0.2361
H 1.280 -0.045 1.692 0.2147
H 1.885 1.544 1.231 0.1983
H 0.549 1.511 -0.243 0.4147
H -3.913 0.043 -1.010 0.1975
H -3.207 -1.445 -0.320 0.1905
H -3.075 0.109 0.559 0.1806
```

**Maximum force**: 4.0 eV Å⁻¹
**2S+1**: 1
**E_HOMO**: -9.95 eV
**Gap between HOMO and LUMO**: 10.93 eV
**Energy above the lowest of the compared OMol25 structures with the same formula, charge and spin**: 64.5 kcal/mol

***

Which value of maximum force does entry 2 give? 2.6 eV Å⁻¹

***

What did the second record say?
The following is a DFT calculation (ωB97M-V with the def2-TZVPD basis set) of a 2-piece molecular cluster, C23H26NO3 overall in a non-equilibrium geometry.

XYZ file:
```
53
Properties=species:S:1:pos:R:3:nbo_charge:R:1
C -2.191 -0.349 1.720 -0.3997
C -1.419 -1.644 1.396 -0.3900
C -0.042 -1.657 2.086 -0.5127
C 0.723 -0.404 1.763 0.5921
O 1.849 -0.447 1.343 -0.5157
C 0.012 0.897 2.014 -0.5195
C -1.376 0.906 1.344 -0.3895
H -3.165 -0.343 1.213 0.2032
H -2.423 -0.324 2.791 0.1928
H -2.001 -2.529 1.684 0.2050
H -1.281 -1.719 0.310 0.1963
H -0.152 -1.742 3.173 0.2200
H 0.555 -2.518 1.760 0.2303
H -0.090 1.055 3.093 0.2328
H 0.643 1.713 1.642 0.2470
H -1.253 0.948 0.254 0.1949
H -1.922 1.819 1.616 0.2101
C -0.116 -0.021 6.855 -0.6253
C 0.671 0.964 6.015 -0.0698
O 2.025 1.051 6.388 -0.5295
C 2.674 1.957 5.582 0.7016
C 4.125 1.879 5.556 -0.2126
N 4.790 2.211 4.478 -0.3411
C 5.858 1.564 3.908 -0.0605
C 6.757 2.453 3.191 0.0410
C 7.894 2.139 2.424 -0.2664
C 8.674 3.140 1.874 -0.2194
C 8.338 4.469 2.020 -0.2812
C 7.198 4.805 2.722 -0.2203
C 6.435 3.817 3.293 -0.2234
C 5.880 0.109 3.989 0.0443
C 6.974 -0.706 3.653 -0.2762
C 6.876 -2.081 3.698 -0.2032
C 5.728 -2.698 4.159 -0.2752
C 4.665 -1.928 4.569 -0.2213
C 4.728 -0.562 4.438 -0.2161
O 2.086 2.718 4.827 -0.6561
H -1.065 -0.291 6.387 0.2038
H 0.449 -0.946 6.977 0.2112
H -0.319 0.388 7.846 0.2026
H 0.683 0.652 4.966 0.1645
H 0.233 1.972 6.032 0.1903
H 4.596 1.258 6.299 0.1483
H 8.156 1.123 2.219 0.1961
H 9.568 2.890 1.329 0.1904
H 8.953 5.244 1.590 0.1879
H 6.905 5.837 2.837 0.1929
H 5.552 4.084 3.848 0.2404
H 7.920 -0.258 3.428 0.1992
H 7.708 -2.683 3.376 0.1902
H 5.656 -3.777 4.194 0.1892
H 3.798 -2.388 5.017 0.1931
H 3.840 -0.004 4.677 0.2134
```

**Maximum force**: 2.6 eV Å⁻¹
**Net charge**: -1
**2S+1**: 1
**E_HOMO**: -2.02 eV
**Gap between HOMO and LUMO**: 4.60 eV